Entry 1:
Molecular formula: C33H47BF4N2O8Si
Method: DFT, ωB97M-V with the def2-TZVPD basis set

Its LUMO energy is 3.00 eV. As for the net charge: -2. The value obtained for the energy above the lowest of the compared OMol25 structures with the same formula, charge and spin is 107.5 kcal per mole. The value obtained for the HOMO energy is -0.892 eV. For the frontier orbital gap, the calculation gives 3.89 eV.

Geometry as XYZ:
```
96
Properties=species:S:1:pos:R:3:mulliken_charge:R:1
C 4.72 1.13 2.54 -1.267
C 3.97 0.53 1.26 -0.047
N 2.83 -0.30 1.67 -0.162
B 1.84 -0.59 0.54 -1.367
C 0.47 0.39 0.42 1.367
F -0.61 -0.31 1.03 -0.219
F 0.17 0.59 -0.96 -0.373
C 0.65 1.83 1.02 -0.510
C -0.67 2.48 1.61 -0.472
Si -1.57 3.68 0.45 0.087
C -0.40 4.73 -0.65 -0.701
C -2.54 4.96 1.53 -1.032
C -2.86 2.88 -0.69 0.857
C -2.97 1.46 -1.01 -0.099
C -3.98 0.90 -1.94 -0.671
C -4.96 1.79 -2.57 -0.441
C -4.89 3.23 -2.23 -0.583
C -3.87 3.78 -1.33 -0.316
O 1.24 -1.89 0.95 -0.132
C 1.82 -3.09 0.39 0.922
C 0.65 -4.00 -0.14 -1.299
C 2.71 -3.60 1.58 -0.508
C 2.00 -4.63 2.53 -1.053
C 0.73 -4.03 3.27 -0.183
N -0.12 -5.05 3.94 -0.387
C -0.97 -5.80 3.01 -0.967
C -2.02 -4.95 2.22 0.897
C -2.50 -3.62 2.58 -0.422
C -3.46 -2.84 1.76 -0.444
C -3.97 -3.40 0.51 -0.422
C -3.51 -4.75 0.14 -0.360
C -2.56 -5.52 0.96 0.186
O -2.17 -6.80 0.49 -0.544
C 2.54 -2.41 -0.90 1.694
C 1.82 -2.57 -2.34 -0.151
O 1.83 -3.66 -2.98 -0.772
O 1.25 -1.54 -2.89 -0.766
C 4.03 -2.77 -1.24 -0.019
F 4.95 -2.48 -0.16 -0.460
C 4.60 -1.97 -2.49 -0.649
C 4.81 -2.88 -3.77 -1.176
O 2.50 -0.98 -0.72 -0.414
H 5.43 1.93 2.21 0.378
H 3.98 1.46 3.32 0.251
H 5.34 0.29 2.97 0.254
H 4.72 -0.13 0.75 0.068
H 3.67 1.35 0.53 0.222
H 2.36 0.07 2.50 0.279
H 1.00 2.48 0.17 0.147
H 1.45 1.91 1.81 0.036
H -0.36 3.08 2.52 0.403
H -1.43 1.74 1.98 0.204
H 0.38 5.21 0.00 0.333
H 0.09 4.02 -1.36 0.372
H -1.00 5.51 -1.22 -0.110
H -3.20 5.61 0.88 0.216
H -3.17 4.47 2.32 0.281
H -1.79 5.66 2.01 0.289
H -2.27 0.72 -0.56 0.249
H -3.96 -0.20 -2.14 0.408
H -5.72 1.35 -3.26 0.304
H -5.66 3.88 -2.71 0.310
H -3.90 4.88 -1.14 0.063
H 1.13 -4.77 -0.82 0.400
H -0.15 -3.41 -0.68 0.259
H 0.13 -4.58 0.66 -0.051
H 3.59 -4.15 1.11 0.292
H 3.15 -2.80 2.21 0.100
H 1.79 -5.61 2.01 0.192
H 2.74 -4.90 3.35 0.426
H 1.14 -3.37 4.09 0.412
H 0.17 -3.35 2.58 0.112
H -0.70 -4.60 4.65 0.329
H -0.37 -6.46 2.32 0.264
H -1.57 -6.53 3.65 0.461
H -2.10 -3.15 3.51 0.051
H -3.76 -1.83 2.10 0.293
H -4.66 -2.78 -0.09 0.349
H -3.89 -5.16 -0.83 0.309
H -2.85 -7.42 0.81 0.340
H 4.08 -3.86 -1.53 0.287
H 3.99 -1.05 -2.72 0.227
H 5.63 -1.59 -2.21 0.495
H 4.18 -3.81 -3.77 0.297
H 5.89 -3.24 -3.72 0.323
H 4.71 -2.29 -4.72 0.282
C -1.06 8.85 -2.77 -0.453
C -2.08 9.52 -3.63 0.309
O -3.04 8.50 -3.85 -0.303
C -2.97 7.69 -2.75 0.573
O -3.80 6.89 -2.46 -0.453
O -1.84 7.93 -2.03 -0.240
F -1.56 9.89 -4.83 -0.297
H -0.31 8.30 -3.36 0.292
H -0.54 9.54 -2.11 0.264
H -2.57 10.38 -3.16 0.278
```

***

Entry 2:
Molecular formula: C15H35BBrCl2F4OsSSi
Method: DFT, ωB97M-V with the def2-TZVPD basis set

Its LUMO energy (alpha / beta) is -10.33 / -11.74 eV. As for the net charge: +3. The value obtained for the energy above the lowest of the compared OMol25 structures with the same formula, charge and spin is 0.0 kcal per mole. The expectation value of S² is 6.02. The value obtained for the HOMO energy (alpha / beta) is -17.911 / -18.310 eV. The spin multiplicity is 5. For the frontier orbital gap (alpha / beta), the calculation gives 7.59 / 6.57 eV.

Geometry as XYZ:
```
61
Properties=species:S:1:pos:R:3:lowdin_spin:R:1
Os -1.04 0.50 -0.03 2.490
Cl 1.35 1.58 -0.78 0.086
C 1.57 2.09 0.90 0.005
Cl -0.03 1.87 1.74 0.036
H 1.83 3.15 0.95 0.001
H 2.30 1.46 1.40 0.000
F -1.46 -1.83 1.23 0.046
B -0.13 -2.19 1.20 0.008
F 0.54 -1.14 0.49 0.039
F 0.06 -3.46 0.44 0.025
F 0.41 -2.33 2.43 0.001
C -3.19 3.05 0.56 0.019
S -3.21 1.26 0.32 0.058
C -4.27 1.10 -1.13 0.010
H -4.23 3.36 0.65 -0.001
H -2.72 3.55 -0.28 0.002
H -2.68 3.27 1.50 0.000
H -3.86 1.64 -1.98 0.001
H -5.23 1.53 -0.83 -0.001
H -4.39 0.05 -1.35 0.000
C -0.06 -7.04 -1.76 0.000
C -0.47 -5.57 -1.51 0.053
C 0.20 -4.66 -2.54 0.001
C -2.00 -5.45 -1.63 0.023
Si 0.00 -5.23 0.31 0.180
Br -1.68 -0.90 -1.80 0.193
C -1.06 -5.66 1.84 0.036
C -1.31 -7.18 1.66 0.005
C -0.45 -5.38 3.21 0.001
C -2.42 -4.94 1.73 0.014
C 2.23 -5.50 0.64 0.326
C 2.04 -6.94 1.07 0.082
C 2.94 -5.30 -0.66 0.057
C 2.59 -4.52 1.71 0.061
H -0.39 -7.30 -2.76 0.001
H -0.55 -7.74 -1.07 0.000
H 1.01 -7.21 -1.73 0.000
H -0.13 -5.01 -3.52 0.001
H 1.29 -4.72 -2.55 0.000
H -0.12 -3.62 -2.48 0.001
H -2.24 -5.76 -2.65 0.006
H -2.35 -4.43 -1.50 0.001
H -2.54 -6.11 -0.96 0.000
H -0.42 -7.79 1.81 0.000
H -1.76 -7.43 0.70 0.000
H -2.03 -7.48 2.43 0.003
H 0.51 -5.88 3.37 0.000
H -1.13 -5.78 3.96 0.001
H -0.32 -4.31 3.41 0.000
H -2.97 -5.21 0.83 0.000
H -2.36 -3.86 1.80 0.000
H -3.00 -5.29 2.58 0.004
H 1.69 -7.60 0.28 0.004
H 1.44 -7.06 1.97 0.004
H 3.04 -7.30 1.34 0.039
H 2.63 -5.97 -1.45 0.003
H 3.99 -5.55 -0.45 0.029
H 2.93 -4.26 -0.99 0.004
H 2.05 -4.64 2.64 0.002
H 2.54 -3.49 1.36 0.005
H 3.65 -4.71 1.93 0.030
```